No. 1
Density functional theory data (the ωB97M-V functional and the def2-TZVPD basis) for 2 unconnected molecules or ions with the total composition C6H12O in a non-equilibrium geometry.

HOMO level = -7.55 eV
2S+1 = 1
E_tot = -8459.1355 eV
HOMO-LUMO gap = 0.208 Ha
relative energy (zero: lowest compared OMol25 entry of this formula, charge and spin) = 5.2185 eV

Geometry (Å):
C -0.21 0.06 -2.15
C 0.37 0.83 -0.95
C -0.28 0.38 0.29
C -0.42 -1.08 0.47
C -0.41 0.98 2.71
C -0.33 1.27 1.42
H -0.43 -0.98 -1.97
H -1.14 0.55 -2.40
H 0.46 0.16 -2.99
H 1.44 0.70 -0.81
H 0.09 1.88 -1.08
H -0.15 -1.26 1.52
H 0.34 -1.61 -0.25
H -0.38 1.81 3.41
H -0.51 -0.01 3.11
H -0.31 2.33 1.18
H -1.45 -1.41 0.45
H 1.90 -2.70 -0.90
O 1.41 -1.88 -1.07

Results of the Mulliken charge analysis, in e, for atoms 1 through 2: -1.289, -0.582


No. 2
Density functional theory data (the ωB97M-V functional and the def2-TZVPD basis) for a molecular structure, C4H5LiO2Tb in a non-equilibrium geometry.

HOMO level (alpha / beta) = -14.45 / -14.47 eV
2S+1 = 8
E_tot = -30943.9611 eV
HOMO-LUMO gap (alpha / beta) = 0.248 / 0.205 Ha
relative energy (zero: lowest compared OMol25 entry of this formula, charge and spin) = 2.6042 eV
expectation value of S² = 15.77
total charge = +2

Geometry (Å):
C -0.49 1.24 1.04
C -0.64 -0.24 0.96
C -0.62 -0.88 -0.31
C 0.39 -0.67 -1.26
O 0.40 -1.20 -2.40
O 0.38 1.70 1.88
Li 1.74 1.43 2.95
Tb 1.61 -1.54 -4.55
H -0.64 1.80 0.10
H -0.20 -0.79 1.79
H -1.45 -1.52 -0.59
H 1.25 -0.03 -0.97
H -1.72 0.72 1.36

Results of the Mulliken charge analysis, in e, for atoms 1 through 2: -0.008, -0.338